Entry from OMol25: a molecular structure, C3H5O3Sm in a non-equilibrium geometry (ωB97M-V with the def2-TZVPD basis set).

Output
- multiplicity = 7
- Kohn-Sham gap (alpha / beta) (Eh) = 0.246 / 0.248
- electronic energy (eV) = -27229.60885
- HOMO (alpha / beta) (eV) = -11.715 / -11.707
- lowest unoccupied orbital energy (alpha / beta) (eV) = -5.009 / -4.959
- charge = +1

The geometry in XYZ format:
```
12
Properties=species:S:1:pos:R:3:forces:R:3:mulliken_spin:R:1
Sm -0.08742 -1.26427 -2.34886 0.0 0.7 0.2 6.029
O -2.02734 -0.68303 -1.48107 -0.9 -0.3 -0.6 -0.014
O 0.43990 -1.18472 0.06176 2.9 -4.4 -2.5 -0.004
O -0.60736 0.79175 -0.85399 1.0 0.3 -1.1 -0.005
C -1.79390 0.05175 -0.50571 -0.4 0.5 1.0 -0.004
C 0.22070 1.18224 0.24271 -0.6 0.2 0.3 -0.001
C 0.60372 -0.09630 0.98314 -0.4 -0.2 1.2 0.000
H 1.59250 -0.04650 1.44801 -0.2 -0.2 -0.2 0.000
H 1.08077 1.76512 -0.10077 -0.2 -0.3 -0.3 -0.002
H -0.18529 -0.33804 1.70854 0.5 0.4 0.2 -0.001
H -0.36461 1.83889 0.89917 0.2 -0.2 0.0 0.000
H 1.12834 -2.01690 -0.05293 -1.9 3.5 1.9 0.001
```
Forces are in eV/Å.

=====

Entry from OMol25: a molecular structure, C3H5O3Sr in a non-equilibrium geometry (ωB97M-V with the def2-TZVPD basis set).

Output
- multiplicity = 2
- Kohn-Sham gap (alpha / beta) (Eh) = 0.178 / 0.274
- electronic energy (eV) = -10165.64243
- HOMO (alpha / beta) (eV) = -4.660 / -7.525
- lowest unoccupied orbital energy (alpha / beta) (eV) = 0.192 / -0.083

The geometry in XYZ format:
```
12
Properties=species:S:1:pos:R:3:forces:R:3:mulliken_spin:R:1
Sr 3.37473 0.08735 0.14865 -0.1 -0.1 -0.1 0.959
O 0.80116 -0.07475 -0.29199 0.3 1.2 1.0 -0.047
O -1.13185 1.01191 -0.04248 -1.4 -0.4 1.6 -0.001
O 0.53808 2.31204 -0.57847 0.2 -1.2 1.7 0.003
C -0.17232 -1.11678 -0.26158 -0.1 0.4 -0.3 -0.001
C 0.15509 1.30168 -0.04742 0.9 -0.7 -5.0 0.022
C -1.44654 -0.37441 0.14672 -0.1 0.1 0.0 -0.001
H -2.29283 -0.61650 -0.50490 0.2 0.2 0.2 0.000
H -1.72366 -0.52926 1.19553 0.1 -0.1 -0.2 0.000
H -0.19990 -1.54292 -1.27201 -0.3 0.1 0.2 -0.007
H 2.05202 1.47218 1.06775 0.1 0.1 0.9 0.057
H 0.04604 -1.93055 0.44021 0.3 0.4 0.0 0.014
```
Forces are in eV/Å.

=====

Entry from OMol25: a molecular structure, C3H5O3Yb in a non-equilibrium geometry (ωB97M-V with the def2-TZVPD basis set).

Output
- multiplicity = 3
- Kohn-Sham gap (alpha / beta) (Eh) = 0.266 / 0.216
- electronic energy (eV) = -40820.69987
- HOMO (alpha / beta) (eV) = -23.108 / -24.612
- lowest unoccupied orbital energy (alpha / beta) (eV) = -15.881 / -18.738
- charge = +3

The geometry in XYZ format:
```
12
Properties=species:S:1:pos:R:3:forces:R:3:mulliken_spin:R:1
Yb 1.86094 1.82973 0.35479 -0.9 -0.7 0.7 0.968
O -1.19877 2.38351 0.10419 -1.0 0.0 1.3 -0.002
O 1.49105 -0.47788 0.98151 -1.9 1.9 -1.9 0.159
O 0.02296 2.99521 -0.02038 2.3 -0.9 -0.7 0.030
C 0.03414 -1.75531 -0.62034 1.8 -0.2 2.9 0.558
C -1.31413 1.23937 -0.38984 0.9 -1.4 3.5 0.023
C 0.61965 -1.42274 0.72953 2.1 -0.3 -1.1 0.171
H -0.57633 -2.65456 -0.63378 -0.3 0.2 -0.2 0.041
H -1.74923 0.50578 0.51400 -0.6 1.4 -3.3 -0.008
H 0.66499 -2.17934 1.54579 -1.0 0.3 -0.4 0.026
H 0.62422 -1.48197 -1.49446 -0.4 0.3 -0.1 0.033
H -0.47948 1.01819 -1.07102 -0.8 -0.6 -0.6 0.001
```
Forces are in eV/Å.

=====

Entry from OMol25: 2 unconnected molecules or ions with the total composition C3H5O4PS in a non-equilibrium geometry (ωB97M-V with the def2-TZVPD basis set).

Output
- multiplicity = 1
- Kohn-Sham gap (Eh) = 0.215
- electronic energy (eV) = -31506.08458
- HOMO (eV) = -0.078
- lowest unoccupied orbital energy (eV) = 5.763
- charge = -2

The geometry in XYZ format:
```
14
Properties=species:S:1:pos:R:3:forces:R:3:mulliken_charge:R:1
S -4.50869 2.14568 0.10366 0.0 -0.1 -0.6 -0.607
P -3.63301 0.40300 0.44751 -0.3 0.5 0.0 0.555
O -1.37466 -0.04233 -1.35337 -1.2 -0.3 0.3 -0.803
O -4.85836 -1.92528 1.02123 0.0 -0.5 1.1 -0.536
O -2.97045 0.38033 1.76805 0.7 -0.5 0.3 -0.566
O -5.05006 -1.45340 -1.16894 -0.3 0.1 -1.5 -0.535
C 0.16200 -0.31028 0.51279 -0.1 0.2 -0.3 -0.875
C -0.40720 0.54329 -0.64962 0.6 0.4 0.0 -0.455
C -4.72216 -1.36015 -0.02911 0.4 0.4 0.2 0.555
H -0.64830 -0.52480 1.20092 -0.1 -0.1 0.2 0.215
H 0.55564 -1.25310 0.13120 0.1 -0.1 -0.1 0.250
H 0.47295 0.81052 -1.31688 0.0 0.1 0.2 0.313
H 0.95731 0.22592 1.04163 0.1 0.1 0.1 0.309
H -0.72073 1.52141 -0.19389 0.2 -0.1 0.0 0.179
```
Forces are in eV/Å.

=====

Entry from OMol25: a molecular structure, C3H5O4Sc in a non-equilibrium geometry (ωB97M-V with the def2-TZVPD basis set).

Output
- multiplicity = 2
- Kohn-Sham gap (alpha / beta) (Eh) = 0.269 / 0.275
- electronic energy (eV) = -32074.53652
- HOMO (alpha / beta) (eV) = -13.491 / -13.767
- lowest unoccupied orbital energy (alpha / beta) (eV) = -6.175 / -6.274
- charge = +1

The geometry in XYZ format:
```
13
Properties=species:S:1:pos:R:3:forces:R:3:mulliken_spin:R:1
Sc 1.86350 -0.88175 2.61669 -1.8 1.6 -0.4 1.047
O 0.04495 -0.47781 1.33461 1.0 -0.5 1.3 -0.029
O -1.06752 1.53775 1.68169 1.2 -1.7 0.8 -0.001
O 0.54587 0.06757 -0.79031 0.3 -0.2 0.8 0.006
O 0.60178 0.79455 3.02568 1.8 -1.5 1.2 0.005
C -0.37786 -0.60503 0.01083 -0.6 0.2 -1.2 -0.007
C 0.16726 0.14101 -2.14664 -0.3 0.0 -0.7 0.000
C -0.24353 0.76137 2.09607 -1.8 2.1 -2.4 -0.019
H 0.95434 0.69427 -2.66984 -0.3 -0.1 0.2 0.000
H -0.39768 -1.68306 -0.21837 -0.1 0.2 0.1 0.001
H -0.79308 0.67152 -2.25614 0.3 -0.1 0.0 0.000
H 0.08100 -0.86468 -2.59022 0.0 0.3 0.1 0.000
H -1.37903 -0.15572 -0.09406 0.2 -0.2 0.1 -0.002
```
Forces are in eV/Å.

=====

Entry from OMol25: a molecular structure, C3H5O4V in a non-equilibrium geometry (ωB97M-V with the def2-TZVPD basis set).

Output
- multiplicity = 5
- Kohn-Sham gap (alpha / beta) (Eh) = 0.250 / 0.378
- electronic energy (eV) = -37066.83666
- HOMO (alpha / beta) (eV) = -6.666 / -10.254
- lowest unoccupied orbital energy (alpha / beta) (eV) = 0.131 / 0.027

The geometry in XYZ format:
```
13
Properties=species:S:1:pos:R:3:forces:R:3:mulliken_spin:R:1
V -2.25054 -1.19985 -0.22825 -0.8 0.2 0.2 4.087
O -0.50768 -1.28931 -0.68687 0.8 -0.5 -0.3 -0.079
O -1.47436 0.42982 1.87714 -1.1 -0.6 -0.4 0.008
O -0.13774 1.06386 0.30443 -0.4 0.2 -0.4 0.003
O 0.73970 0.11128 2.17254 -1.0 -0.3 -1.0 0.000
C -0.19313 0.43952 1.47267 1.9 0.7 1.0 -0.036
C 0.87886 0.65909 -0.62301 0.7 0.3 0.6 -0.003
C 0.39422 -0.54230 -1.42078 0.3 0.0 -0.8 0.028
H -0.00824 -0.17856 -2.38701 -0.2 -0.3 0.3 -0.017
H -1.59703 -0.27984 2.51946 0.3 0.2 0.5 0.005
H 1.29951 -1.13113 -1.67015 -0.4 0.0 0.0 0.003
H 1.78026 0.39733 -0.05523 -0.2 0.2 -0.1 -0.003
H 1.07617 1.52008 -1.27493 0.0 -0.2 0.3 0.004
```
Forces are in eV/Å.